2 unconnected molecules or ions with the total composition C4H7NO5 at a distorted geometry, computed with wB97M-V/def2-TZVPD.

```
17
C4H7NO5 wB97M-V/def2-TZVPD
C -0.32975 3.16175 0.55390
C -0.21102 2.40975 -0.72649
C -0.16502 0.67519 -0.25970
C -0.01880 -0.41026 -1.34061
O 0.99747 -1.05922 -1.42824
O -1.31047 0.66840 0.28279
O -0.85755 -4.27702 0.88124
N -0.74256 -3.43289 1.76061
O -0.01528 -3.53438 2.76910
O 1.03049 2.37049 -1.32337
H -1.26315 2.83421 1.01347
H 0.48384 2.86893 1.22958
H -0.37468 4.24202 0.42803
H -1.05489 2.45212 -1.42659
H 0.77055 0.66512 0.33735
H -0.94609 -0.55317 -1.92785
H 1.12082 3.16375 -1.90026
```

- max |F| (eV/Å) = 4.780
- frontier orbital gap (alpha / beta) (eV) = 8.102 / 6.948
- net charge = 0



A molecular structure, C41H35ClMnN2Si2 at a distorted geometry, computed with wB97M-V/def2-TZVPD.

```
82
C41H35ClMnN2Si2 wB97M-V/def2-TZVPD
C 0.81137 1.23242 1.07677
C 0.83477 -0.04235 1.75747
C 1.83640 -0.86200 1.12816
H 0.28022 -0.29968 2.65186
C 2.38894 -0.11349 0.02047
C 1.76147 1.17600 0.00286
H 2.02128 2.00211 -0.66452
H 0.22066 2.10874 1.36091
H 2.16537 -1.85492 1.44175
H 3.19886 -0.44582 -0.61876
Mn 0.28182 -0.33497 -0.28250
Si 0.18026 -4.15956 -0.81414
C -0.65896 -4.53902 0.83921
C -1.62758 -5.54511 0.99942
H -1.99461 -6.10380 0.13698
C -2.05519 -5.89509 2.27670
H -2.80300 -6.67889 2.40723
C -1.50598 -5.25246 3.39091
H -1.87029 -5.52040 4.38289
C -0.51561 -4.27584 3.25643
H -0.06866 -3.80494 4.13729
C -0.10511 -3.91849 1.96215
H 0.68824 -3.18248 1.79915
C 2.21886 -4.03849 -0.61935
C 2.98220 -4.32163 0.57335
H 2.52025 -4.71977 1.47332
C 4.32230 -3.87990 0.66383
H 4.88820 -4.09161 1.58084
C 4.89053 -3.13186 -0.36738
H 5.92110 -2.79092 -0.27386
C 4.14653 -2.79076 -1.50208
H 4.59853 -2.12836 -2.25659
C 2.83675 -3.24366 -1.63776
H 2.23227 -2.92813 -2.49013
H 0.30691 -2.63226 -0.56241
Si 1.79794 -6.05644 -0.47414
C 3.24587 -6.82103 -1.32464
C 3.94306 -7.88045 -0.70501
H 3.41845 -8.53284 0.00137
C 5.31123 -8.01436 -0.96387
H 5.88833 -8.74048 -0.39233
C 5.94717 -7.17248 -1.89095
H 7.03647 -7.20147 -2.01511
C 5.18464 -6.27597 -2.64884
H 5.65133 -5.61179 -3.38214
C 3.81224 -6.15458 -2.41890
H 3.19296 -5.48498 -3.01999
C 1.13367 -7.41448 0.73145
C 1.55749 -7.41780 2.07235
H 2.29439 -6.68331 2.41554
C 1.04057 -8.33828 2.98664
H 1.36922 -8.29223 4.02911
C 0.09970 -9.29911 2.57276
H -0.31004 -10.00587 3.29166
C -0.28249 -9.35118 1.22679
H -1.00027 -10.11510 0.89019
C 0.24120 -8.43075 0.30758
H -0.07438 -8.48134 -0.74505
H 0.14614 -5.50775 -1.40228
Cl -0.85331 -3.60007 -2.57245
C 0.44939 1.31363 -4.27311
C 0.81252 0.60653 -3.12186
N -0.07077 0.40439 -2.12204
C -1.34155 0.91294 -2.21680
C -1.75907 1.68477 -3.33932
C -0.82406 1.84925 -4.38095
C -3.06935 2.25251 -3.29561
C -3.89602 2.08705 -2.20950
C -3.49431 1.33582 -1.05942
C -4.26502 1.16333 0.10349
C -3.73341 0.46152 1.17578
C -2.44158 -0.07236 1.10152
N -1.67988 0.06326 -0.00541
C -2.19601 0.74399 -1.08509
H 1.20133 1.42823 -5.05200
H 1.80915 0.18664 -2.97860
H -1.11343 2.42014 -5.27194
H -3.38603 2.83260 -4.16537
H -4.88887 2.53966 -2.20212
H -5.26481 1.60144 0.15722
H -4.28919 0.31383 2.09216
H -1.99657 -0.62879 1.92738
```

- max |F| (eV/Å) = 4.149
- <S²> = 6.05
- multiplicity = 5
- frontier orbital gap (alpha / beta) (eV) = 4.423 / 6.787
- net charge = +1



8 unconnected molecules or ions with the total composition C16H32Br16 at a distorted geometry, computed with wB97M-V/def2-TZVPD.

```
64
C16H32Br16 wB97M-V/def2-TZVPD
Br -1.65869 -0.08003 -1.27409
C -0.25952 -0.75806 -0.01483
C 0.72121 -1.71394 -0.88327
Br 2.09237 -2.68139 0.17837
H -0.83851 -1.37804 0.66965
H 0.31214 0.04968 0.44218
H 1.24930 -1.18090 -1.67390
H 0.09638 -2.50217 -1.30324
Br 2.33017 1.15104 -2.98450
C 3.29153 0.94285 -4.76089
C 3.84505 2.13991 -5.45803
Br 4.13103 1.70823 -7.36675
H 2.59266 0.44568 -5.43357
H 4.14295 0.31380 -4.50110
H 4.74152 2.51686 -4.96573
H 3.14250 2.97178 -5.40786
Br -0.10063 -0.73366 3.44740
C -1.84787 -0.31345 4.37381
C -2.02112 -1.34656 5.53217
Br -0.51917 -1.06580 6.82753
H -2.70587 -0.40966 3.70848
H -1.79189 0.70230 4.76523
H -2.11093 -2.35115 5.11886
H -3.00597 -1.16084 5.96074
Br 0.04070 -6.21460 -0.97396
C 1.02102 -6.05761 0.81975
C 0.53128 -7.31407 1.59050
Br 1.78307 -7.73311 2.98905
H 0.80353 -5.08981 1.27159
H 2.10486 -6.06250 0.70420
H 0.36797 -8.23255 1.02674
H -0.35815 -6.95212 2.10628
Br 3.85138 2.87711 -0.64185
C 3.48853 1.36457 0.58421
C 4.88366 0.58459 0.86971
Br 6.25401 1.83789 1.57716
H 2.69315 0.75777 0.15147
H 3.05654 1.86993 1.44797
H 5.32105 0.20292 -0.05285
H 4.87019 -0.28893 1.52153
Br 0.06005 2.52048 1.55944
C 0.56778 3.07563 3.40999
C -0.72407 3.61654 4.14125
Br -0.14856 4.06077 5.96898
H 1.52020 3.59617 3.30987
H 0.87663 2.16233 3.91852
H -1.41698 2.83951 4.46405
H -1.18499 4.45400 3.61749
Br -4.25345 0.08439 1.17469
C -5.75770 0.81102 0.15604
C -5.36595 1.08217 -1.35037
Br -6.59447 2.36247 -2.13716
H -6.03055 1.75434 0.62911
H -6.51691 0.03218 0.22747
H -5.38723 0.13002 -1.88053
H -4.29387 1.24648 -1.45875
Br -0.31986 0.21400 -5.39534
C -1.32668 1.85891 -5.21010
C -1.58132 2.03459 -3.77676
Br -2.71291 3.66312 -3.58063
H -2.23602 1.71863 -5.79449
H -0.63747 2.67896 -5.41159
H -0.83681 2.00029 -2.98138
H -2.24015 1.18700 -3.58799
```

- max |F| (eV/Å) = 3.146
- <S²> = 0.76
- multiplicity = 2
- frontier orbital gap (alpha / beta) (eV) = 8.393 / 3.139
- net charge = +1



C4H9NO3 in the gas phase at a distorted geometry, computed with wB97M-V/def2-TZVPD.

```
17
C4H9NO3 wB97M-V/def2-TZVPD
C -0.25991 -1.81415 -0.41945
C -0.20431 -0.35162 -0.20528
C 0.67835 0.45660 0.26399
O 2.08586 -0.23004 0.52432
N 3.23064 0.48242 0.18618
C -1.72303 0.51960 -0.30974
O -2.62731 -0.11372 0.53437
O -1.67988 1.89222 -0.10979
H 0.65534 -2.27058 -0.05059
H -1.11383 -2.25315 0.09653
H -0.37300 -2.02897 -1.48232
H 0.75349 1.53177 0.29174
H 3.28923 0.58315 -0.82785
H 3.20648 1.41077 0.61036
H -2.06774 0.37085 -1.33634
H -2.21419 -0.25991 1.39610
H -1.63620 2.07476 0.83776
```

- max |F| (eV/Å) = 5.858
- SMILES string = C/C(=C\ON)C(O)O
- frontier orbital gap (eV) = 9.752
- net charge = 0



| no. | E_tot (eV) |
| --- | --- |
| 1 | -15981.59816 |
| 2 | -105654.78920 |
| 3 | -1137780.29127 |
| 4 | -11922.70009 |